Record 1
{"formula": "C35H34N5O3PtS", "method": "ωB97M-V with the def2-TZVPD basis set", "largest_force_ev_per_a": 0.092, "total_charge": 1, "gap_ev": [5.911, 5.908], "e_above_lowest_kj_mol": 0.0, "species": ["Pt", "C", "C", "C", "C", "C", "C", "N", "C", "C", "C", "C", "C", "C", "N", "N", "C", "C", "C", "C", "C", "N", "H", "H", "H", "H", "H", "H", "H", "H", "H", "H", "H", "H", "H", "O", "S", "C", "C", "C", "C", "H", "H", "H", "H", "H", "H", "H", "H", "C", "O", "C", "C", "C", "C", "C", "C", "N", "C", "C", "C", "C", "C", "C", "C", "O", "H", "H", "H", "H", "H", "H", "H", "H", "H", "H", "H", "H", "H"], "xyz": [[0.209, -1.360, 0.809], [3.765, 0.644, -3.008], [2.984, 1.526, -2.269], [2.423, 1.123, -1.066], [2.654, -0.165, -0.595], [3.413, -1.056, -1.342], [3.975, -0.648, -2.545], [2.051, -0.592, 0.620], [2.584, -0.343, 1.816], [3.851, 0.268, 2.043], [4.288, 0.465, 3.319], [3.527, 0.087, 4.462], [2.309, -0.493, 4.294], [1.828, -0.707, 2.983], [0.595, -1.208, 2.690], [-0.279, -1.524, 3.565], [-1.458, -1.985, 2.967], [-2.526, -2.368, 3.760], [-3.691, -2.801, 3.147], [-3.767, -2.842, 1.763], [-2.662, -2.450, 1.028], [-1.540, -2.039, 1.614], [4.216, 0.967, -3.938], [2.812, 2.533, -2.629], [1.780, 1.789, -0.500], [3.561, -2.064, -0.974], [4.580, -1.341, -3.115], [4.455, 0.561, 1.195], [5.256, 0.926, 3.471], [3.925, 0.261, 5.451], [1.694, -0.796, 5.130], [-2.423, -2.320, 4.834], [-4.536, -3.105, 3.749], [-4.661, -3.171, 1.255], [-2.652, -2.447, -0.054], [-0.742, 2.428, 0.167], [-1.391, 1.793, 1.359], [-2.514, 3.066, 2.054], [-1.865, 3.684, 3.296], [-0.360, 3.472, 3.154], [-0.218, 2.021, 2.724], [-3.492, 2.624, 2.241], [-2.602, 3.779, 1.233], [-2.221, 3.174, 4.194], [-2.131, 4.736, 3.394], [0.176, 3.670, 4.082], [0.049, 4.125, 2.381], [-0.503, 1.333, 3.525], [0.761, 1.741, 2.338], [-1.454, 3.941, -2.484], [-1.105, 2.609, -2.852], [-1.953, 1.614, -2.519], [-3.194, 1.778, -1.921], [-4.002, 0.670, -1.708], [-3.593, -0.598, -2.100], [-2.349, -0.770, -2.684], [-1.529, 0.328, -2.872], [-0.284, 0.277, -3.547], [0.546, -0.689, -3.823], [0.664, -2.007, -3.308], [1.341, -2.948, -4.122], [1.625, -4.205, -3.671], [1.287, -4.541, -2.348], [0.685, -3.636, -1.511], [0.357, -2.336, -1.957], [-0.160, -1.431, -1.184], [-0.626, 4.564, -2.808], [-1.562, 4.010, -1.403], [-2.368, 4.251, -2.994], [-3.531, 2.761, -1.629], [-4.973, 0.806, -1.250], [-4.249, -1.448, -1.968], [-2.026, -1.747, -3.014], [-0.041, 1.185, -3.931], [1.283, -0.407, -4.569], [1.621, -2.657, -5.128], [2.118, -4.924, -4.310], [1.522, -5.530, -1.974], [0.463, -3.893, -0.483]], "lowdin_charge": [1.24, -0.09, -0.08, -0.01, -0.30, -0.02, -0.08, -0.08, -0.24, 0.00, -0.05, -0.07, -0.02, -0.23, -0.17, 0.11, -0.31, 0.01, -0.03, -0.04, -0.09, -0.06, 0.10, 0.11, 0.11, 0.12, 0.11, 0.12, 0.11, 0.11, 0.11, 0.12, 0.12, 0.11, 0.11, -0.54, 0.89, -0.30, -0.22, -0.23, -0.33, 0.08, 0.09, 0.11, 0.12, 0.12, 0.12, 0.09, 0.08, -0.05, -0.09, -0.23, -0.01, -0.06, -0.08, -0.01, -0.14, 0.17, 0.03, -0.14, -0.03, -0.07, -0.05, -0.02, -0.37, -0.25, 0.10, 0.07, 0.10, 0.11, 0.11, 0.11, 0.12, 0.16, 0.15, 0.12, 0.11, 0.11, 0.10]}

---

Record 2
{"formula": "C39H66Br2Cl2Mg2N6O8S4", "method": "ωB97M-V with the def2-TZVPD basis set", "largest_force_ev_per_a": 10.135, "total_charge": 2, "gap_ev": 0.858, "species": ["C", "C", "C", "C", "C", "C", "C", "C", "C", "C", "C", "C", "N", "C", "C", "C", "C", "C", "S", "S", "C", "C", "C", "C", "C", "N", "S", "N", "C", "H", "H", "H", "H", "H", "H", "H", "H", "H", "H", "H", "H", "H", "H", "H", "H", "H", "H", "H", "H", "H", "H", "H", "H", "H", "H", "H", "H", "H", "H", "H", "H", "H", "Br", "C", "C", "Br", "H", "H", "H", "H", "Mg", "O", "C", "O", "C", "C", "C", "H", "H", "H", "H", "H", "H", "C", "S", "O", "C", "H", "H", "H", "H", "H", "H", "O", "Cl", "O", "O", "O", "Cl", "Mg", "C", "C", "C", "O", "C", "N", "H", "H", "H", "H", "H", "H", "H", "H", "H", "H", "H", "C", "C", "N", "H", "H", "H", "C", "C", "N", "H", "H", "H"], "xyz": [[-2.990, 8.003, 0.114], [-3.919, 7.011, -0.223], [-4.934, 5.687, -0.306], [-4.723, 4.787, -1.660], [-4.599, 3.200, -1.235], [-3.116, 2.606, -1.700], [-3.014, 1.131, -2.420], [-1.503, 0.574, -2.871], [-1.340, -0.936, -3.571], [-1.496, -2.064, -2.368], [-0.027, -2.606, -1.796], [0.693, -1.336, -1.037], [1.621, -1.720, 0.097], [0.865, -1.476, 1.385], [-0.397, -2.548, 1.624], [-1.214, -1.932, 2.947], [-0.288, -1.851, 4.300], [2.813, -0.760, 0.005], [3.102, 0.503, 1.157], [4.090, -0.820, -1.416], [4.317, 1.035, -1.818], [4.995, 1.299, -3.287], [5.881, 2.691, -3.152], [-0.219, 1.556, -2.599], [-0.243, 3.030, -1.883], [0.960, 3.944, -1.582], [0.165, 5.298, -0.778], [-1.543, 4.834, -0.783], [-1.756, 3.485, -1.444], [-2.351, 8.875, 0.613], [-6.028, 6.146, -0.358], [-4.882, 5.066, 0.704], [-5.675, 4.947, -2.345], [-3.798, 5.210, -2.241], [-5.402, 2.584, -1.863], [-4.733, 3.006, -0.084], [-3.930, 0.413, -2.645], [-2.230, -1.022, -4.355], [-0.330, -1.041, -4.168], [-2.044, -1.514, -1.464], [-2.160, -2.993, -2.682], [-0.299, -3.505, -1.063], [0.581, -2.965, -2.747], [-0.195, -0.628, -0.673], [1.242, -0.715, -1.895], [1.624, -1.715, 2.273], [0.378, -0.409, 1.472], [0.015, -3.632, 1.813], [-1.188, -2.508, 0.739], [-2.157, -2.611, 3.090], [-1.598, -0.829, 2.716], [-0.048, -2.923, 4.718], [-0.930, -1.283, 5.128], [0.693, -1.185, 4.173], [4.884, 1.608, -0.970], [3.218, 1.500, -1.845], [5.606, 0.378, -3.672], [4.109, 1.549, -4.032], [5.547, 3.366, -2.229], [5.746, 3.394, -4.103], [7.039, 2.493, -3.067], [0.849, 1.156, -2.950], [8.151, 0.776, -4.856], [8.194, -1.045, -5.553], [7.038, -1.299, -6.492], [5.376, -1.573, -5.507], [8.208, -1.717, -4.690], [9.147, -1.124, -6.084], [7.192, -2.226, -7.052], [6.861, -0.480, -7.194], [-2.353, 9.856, -1.250], [-4.368, -0.414, -5.425], [-3.893, -0.455, -6.548], [-3.079, -1.453, -7.003], [-2.624, -1.124, -8.315], [-3.630, -0.139, -8.850], [-4.072, 0.590, -7.607], [-1.620, -0.692, -8.238], [-2.574, -2.030, -8.926], [-3.221, 0.519, -9.621], [-4.482, -0.678, -9.282], [-3.423, 1.442, -7.382], [-5.115, 0.906, -7.676], [-3.058, -6.082, 2.075], [-3.395, -4.823, 0.820], [-3.703, -3.542, 1.538], [-4.967, -5.529, 0.269], [-2.127, -5.824, 2.585], [-3.873, -6.112, 2.802], [-2.948, -7.056, 1.593], [-5.662, -5.594, 1.109], [-4.793, -6.522, -0.152], [-5.389, -4.880, -0.501], [-0.021, -6.247, 2.904], [0.133, -6.215, 4.346], [-0.865, -7.070, 4.957], [-0.040, -4.855, 4.820], [1.457, -6.686, 4.701], [5.367, 1.293, -5.445], [-3.644, 10.829, 1.651], [6.094, -1.345, 4.999], [5.376, -0.272, 4.185], [5.572, 1.158, 4.742], [4.782, 1.452, 5.898], [5.332, 0.982, 7.118], [3.951, -0.621, 4.085], [5.581, -1.579, 5.935], [6.151, -2.280, 4.428], [7.117, -1.039, 5.236], [5.805, -0.292, 3.176], [5.240, 1.866, 3.973], [6.630, 1.377, 4.927], [6.425, 1.027, 7.125], [4.990, -0.036, 7.315], [4.954, 1.616, 7.926], [3.494, 0.046, 3.462], [3.526, -0.428, 4.997], [-1.510, 2.274, 6.525], [-2.287, 0.971, 6.432], [-2.931, -0.110, 6.356], [-2.199, 3.109, 6.675], [-0.812, 2.233, 7.365], [-0.947, 2.439, 5.602], [-6.614, 0.304, 5.572], [-7.839, 0.336, 6.471], [-8.856, 0.362, 7.216], [-6.401, -0.724, 5.268], [-6.791, 0.910, 4.679], [-5.748, 0.704, 6.107]], "lowdin_charge": [-0.17, 0.03, -0.15, -0.20, -0.15, -0.09, 0.08, -0.10, -0.15, -0.19, -0.16, -0.22, -0.15, -0.25, -0.15, -0.23, -0.13, -0.82, 0.71, 0.81, -0.43, -0.48, -0.18, 0.00, -0.23, -0.29, 0.81, -0.32, -0.16, -0.14, 0.13, 0.15, 0.13, 0.11, 0.13, 0.12, 0.13, 0.10, 0.12, 0.11, 0.13, 0.12, 0.12, 0.13, 0.09, 0.13, 0.12, 0.13, 0.09, 0.09, 0.11, 0.05, 0.05, 0.07, 0.10, 0.09, -0.01, 0.09, 0.11, 0.08, 0.05, 0.08, 0.74, -0.62, -0.65, 0.65, 0.07, 0.07, 0.07, 0.05, 0.80, 0.08, -0.46, 0.03, -0.16, -0.16, -0.09, 0.13, 0.13, 0.12, 0.13, 0.14, 0.13, -0.24, 0.82, -0.55, -0.27, 0.01, 0.07, 0.07, 0.06, 0.06, 0.05, -0.37, 0.67, -0.29, -0.35, -0.29, 0.48, 0.79, -0.07, -0.43, -0.20, -0.20, -0.10, 0.03, 0.07, 0.08, 0.08, 0.13, 0.11, 0.12, 0.09, 0.08, 0.09, -0.05, 0.08, -0.08, -0.20, 0.11, 0.07, 0.08, 0.07, -0.09, -0.21, 0.08, 0.08, 0.07, 0.05]}

---

Record 3
{"formula": "C3H33NO16", "method": "ωB97M-V with the def2-TZVPD basis set", "largest_force_ev_per_a": 6.795, "total_charge": 0, "gap_ev": 9.398, "e_above_lowest_kj_mol": 255.6, "species": ["C", "C", "O", "N", "C", "O", "O", "H", "H", "H", "H", "H", "H", "H", "H", "H", "O", "H", "H", "O", "H", "H", "O", "H", "H", "O", "H", "H", "O", "H", "H", "O", "H", "H", "O", "H", "H", "O", "H", "H", "O", "H", "H", "O", "H", "H", "O", "H", "H", "O", "H", "H", "O"], "xyz": [[-0.186, 1.345, 0.357], [0.557, 0.536, -0.696], [0.012, -0.659, -1.117], [0.648, 1.338, 1.613], [0.973, 2.631, 2.051], [0.183, 3.642, 1.413], [2.034, 2.995, 2.485], [-0.307, 2.340, 0.016], [-1.092, 0.589, 0.867], [0.610, 1.089, -1.612], [1.690, 0.399, -0.492], [-0.960, -0.656, -1.061], [0.979, 0.488, 2.062], [0.755, 4.456, 1.107], [-0.624, -0.527, 2.916], [0.228, -1.909, 2.711], [0.207, -1.017, 3.026], [0.651, -3.719, 1.637], [1.329, -3.348, 2.951], [0.558, -3.640, 2.647], [-2.531, -2.738, -0.947], [-2.286, -3.357, 0.647], [-2.325, -3.554, -0.381], [-2.211, 1.386, 1.855], [-3.142, 2.384, 1.327], [-3.085, 1.500, 1.602], [0.708, -3.879, -0.630], [-0.548, -4.653, -0.378], [0.354, -4.386, -0.014], [3.834, 0.497, -0.781], [4.573, -0.423, -0.033], [4.114, -0.394, -0.823], [0.689, 0.976, -4.509], [1.771, 1.417, -3.466], [0.857, 1.643, -3.797], [-1.568, -2.978, 2.959], [-2.462, -1.804, 3.495], [-2.350, -2.380, 2.681], [-0.110, 3.817, -1.760], [0.097, 2.532, -2.634], [-0.550, 2.957, -2.060], [-2.403, 2.299, -2.298], [-1.570, 1.243, -2.872], [-2.450, 1.439, -2.675], [0.075, -1.830, -3.481], [0.070, -0.635, -2.801], [0.299, -0.984, -3.690], [-3.040, -0.071, -1.678], [-3.111, 0.063, -0.123], [-2.653, -0.393, -0.861], [3.875, 1.017, 2.389], [4.382, 1.902, 1.233], [4.451, 1.016, 1.623]], "lowdin_charge": [-0.10, -0.25, -0.08, 0.06, -0.52, -0.03, 0.07, 0.07, 0.16, 0.05, 0.14, 0.04, 0.10, 0.17, 0.04, -0.03, -0.06, 0.07, -0.02, -0.02, 0.06, 0.08, -0.14, -0.03, 0.03, 0.01, -0.04, 0.09, -0.01, -0.01, -0.03, -0.02, 0.09, 0.10, -0.08, 0.06, 0.07, -0.11, 0.11, -0.02, -0.10, 0.03, -0.01, -0.01, -0.02, 0.00, -0.04, 0.04, 0.06, -0.06, 0.03, 0.05, -0.05]}

---

Record 4
{"formula": "C4H9B", "method": "ωB97M-V with the def2-TZVPD basis set", "largest_force_ev_per_a": 4.766, "total_charge": 0, "smiles": "CCB1CC1", "gap_ev": 8.254, "e_above_lowest_kj_mol": 229.8, "species": ["B", "C", "C", "C", "C", "H", "H", "H", "H", "H", "H", "H", "H", "H"], "xyz": [[0.316, 0.232, 0.154], [1.670, 0.921, 0.062], [2.001, -0.625, 0.003], [-2.310, 0.265, -0.121], [-0.982, -0.498, 0.061], [2.076, 1.649, -0.636], [2.202, 1.100, 1.001], [2.508, -1.073, 0.842], [2.168, -0.922, -1.065], [-2.111, 0.845, -1.122], [-3.149, -0.336, -0.135], [-2.415, 0.840, 0.851], [-1.087, -1.226, 0.908], [-0.888, -1.173, -0.802]], "lowdin_charge": [-0.11, -0.17, -0.10, -0.12, -0.23, 0.08, 0.09, 0.03, 0.06, 0.12, 0.03, 0.09, 0.13, 0.12]}

---

E, record by record: -64516.126 -286136.151 -37894.157 -4966.909 eV